37
Properties=species:S:1:pos:R:3:forces:R:3 method="wB97M-V/def2-TZVPD" total_energy_ev=-25048.0006 homo_ev=-8.8 smiles="Cc1ccc(C[C@@H](CC(=O)O)OC(=O)CCO)cc1" relative_energy_kcal_mol=0.0
C 4.5240 0.7113 -0.0518 -0.208 -0.166 0.183
C 3.1449 0.4033 -0.5772 0.066 0.011 -0.062
C 2.8668 -0.8260 -1.1692 -0.051 0.092 0.037
C 1.5876 -1.1292 -1.6142 -0.051 0.036 0.063
C 0.5425 -0.2197 -1.4802 0.141 -0.068 0.064
C -0.8494 -0.5887 -1.9279 0.247 0.185 0.057
C -1.8501 -0.9346 -0.8198 -0.199 -0.458 -0.237
C -1.5612 -2.2454 -0.0898 -0.197 0.229 0.048
C -0.4375 -2.2686 0.9197 0.248 -0.041 -0.111
O 0.1538 -1.3342 1.3605 -0.136 -0.013 0.145
O -0.1421 -3.5677 1.3201 -0.467 0.049 -0.171
O -1.9898 0.0742 0.1793 0.292 0.249 0.009
C -2.5587 1.2341 -0.1832 -0.147 0.044 0.005
O -3.1247 1.3991 -1.2329 0.010 -0.033 -0.029
C -2.3635 2.3340 0.8401 0.268 -0.280 0.137
C -1.6882 1.9060 2.1305 -0.153 -0.120 0.089
O -2.5836 1.0567 2.8474 -0.012 0.059 -0.043
C 0.8333 1.0209 -0.9183 -0.042 0.045 -0.033
C 2.1098 1.3295 -0.4723 -0.110 -0.131 -0.058
H 4.7295 1.7814 -0.0672 0.056 -0.036 -0.084
H 5.2853 0.1739 -0.6168 0.038 0.118 -0.026
H 4.6000 0.3794 0.9885 0.041 0.041 -0.045
H 3.6612 -1.5560 -1.2824 -0.020 0.021 0.003
H 1.3917 -2.0938 -2.0722 0.040 0.006 0.014
H -0.7783 -1.4745 -2.5658 -0.116 0.064 -0.035
H -1.2713 0.2159 -2.5324 -0.046 -0.034 0.047
H -2.8166 -1.0642 -1.3186 0.026 0.072 0.071
H -1.4360 -3.0490 -0.8172 0.129 -0.012 0.083
H -2.4553 -2.5114 0.4892 0.069 -0.039 -0.033
H -0.5165 -3.7138 2.1971 0.303 0.008 0.123
H -1.7306 3.0740 0.3393 -0.175 0.100 0.043
H -3.3340 2.7866 1.0469 0.040 0.038 -0.092
H -0.7519 1.3858 1.9119 -0.029 0.019 -0.011
H -1.4718 2.7896 2.7403 0.059 0.032 -0.103
H -2.0688 0.4411 3.3743 0.033 -0.004 -0.016
H 0.0555 1.7725 -0.8355 -0.008 -0.039 -0.024
H 2.2940 2.3075 -0.0402 0.060 -0.045 -0.005

150
Properties=species:S:1:pos:R:3:forces:R:3 method="wB97M-V/def2-TZVPD" total_energy_ev=-226424.0340 homo_ev=-10.5 charge=+1
C 0.8689 0.0197 3.1170 0.089 -0.086 -0.571
C 0.1286 1.1493 3.2341 -0.130 0.027 -0.021
C 0.7092 2.5586 3.4474 0.154 -0.498 -1.511
C 1.3116 3.0785 2.1707 0.074 -0.474 1.216
C 2.5288 2.5710 1.7198 -0.194 -0.473 0.716
C 3.1105 2.9677 0.5483 0.595 -0.471 0.129
C 4.4083 2.2890 0.1701 0.075 0.309 0.355
C 5.5221 3.1923 -0.3626 -0.155 -0.148 -0.621
C 6.8423 2.4353 -0.3980 0.161 0.521 0.037
F 6.5960 1.2031 -0.9138 0.016 -0.184 0.070
Br 7.5784 2.2130 1.4009 -0.250 -0.107 -0.216
C 7.9141 3.1596 -1.3204 0.578 -0.920 -0.274
F 9.0095 3.4688 -0.6344 0.059 0.420 0.128
F 7.4265 4.2848 -1.8513 -0.236 0.234 0.181
Br 8.5195 2.0224 -2.7933 -0.251 0.156 0.104
C 2.4368 3.9241 -0.1946 0.795 0.398 -1.516
C 2.9187 4.4657 -1.5206 -0.866 -0.166 0.072
C 3.0233 3.4027 -2.6371 0.959 0.322 0.001
C 4.0240 3.9277 -3.7097 -0.597 0.415 -0.176
C 3.4005 4.0369 -5.1076 0.516 -0.717 0.004
C 3.0415 2.6298 -5.6612 0.727 1.095 0.049
C 4.1700 2.1097 -6.5721 -1.162 -0.588 0.228
C 3.9187 0.6033 -6.8949 0.442 0.951 0.270
O 5.0196 -0.2050 -6.5126 -0.331 0.116 -0.114
C 5.1004 -0.3766 -5.1083 0.169 -0.666 -0.044
N 1.2861 4.4018 0.2525 -0.208 0.060 -0.161
C 0.7169 3.9983 1.3945 -1.089 1.365 -0.333
C -0.6218 4.6184 1.7383 -0.793 -1.085 0.251
F -0.6004 5.2955 2.8841 0.278 0.329 -0.335
F -1.1051 5.3938 0.7611 0.397 0.188 0.077
F -1.5049 3.6051 1.9030 0.079 0.293 -0.102
H 1.5644 -0.1594 2.2783 1.203 0.837 1.470
H 0.7374 -0.8053 3.8158 -1.360 -0.698 -1.185
H -0.9594 1.0843 3.1717 -0.018 -0.102 1.854
H -0.0702 3.1992 3.8463 0.068 -0.009 0.007
H 1.4984 2.4501 4.1883 -0.065 0.162 0.036
H 2.9773 1.8053 2.3443 0.268 0.053 -0.163
H 4.1746 1.4650 -0.5070 0.161 0.100 -0.106
H 4.7885 1.8184 1.0796 -0.166 -0.016 -0.028
H 5.6167 4.1304 0.1868 0.091 -0.164 0.150
H 5.3288 3.4651 -1.4012 -0.043 -0.032 0.022
H 3.8728 4.9668 -1.3690 0.021 -0.048 0.008
H 2.2088 5.2344 -1.8517 0.180 0.061 0.046
H 3.4284 2.4881 -2.2015 -0.202 -0.103 -0.103
H 2.0572 3.1590 -3.0926 0.043 0.125 0.250
H 4.3562 4.9358 -3.4338 0.085 -0.131 0.100
H 4.9248 3.3058 -3.7392 -0.106 -0.042 -0.105
H 2.5418 4.7134 -5.1169 0.010 -0.071 0.176
H 4.1680 4.4743 -5.7554 -0.225 0.119 -0.080
H 2.9533 1.9393 -4.8183 -0.412 -0.019 -0.100
H 2.0916 2.7252 -6.1905 0.024 -0.462 -0.011
H 4.1658 2.7114 -7.4832 0.303 -0.054 0.025
H 5.1302 2.2085 -6.0597 0.023 0.039 -0.140
H 3.0303 0.2802 -6.3374 -0.063 -0.099 -0.232
H 3.7326 0.5099 -7.9646 0.187 -0.440 0.068
H 4.2458 0.0443 -4.5690 0.052 0.138 -0.108
H 6.0325 0.0315 -4.7041 -0.104 0.143 -0.086
H 5.0997 -1.4558 -4.9139 0.056 0.109 0.094
H 0.8062 5.0858 -0.3257 -0.045 -0.020 0.108
C -1.9234 3.7322 -5.0260 0.038 0.199 -0.249
C -2.1524 2.2447 -5.2559 -0.107 -0.061 0.204
C -0.7579 1.6800 -5.0410 0.150 -0.059 -0.202
O -0.1113 2.5346 -4.0853 -0.061 0.101 0.054
C -0.8916 3.7224 -3.9109 -0.025 -0.091 0.178
H -2.8272 4.2804 -4.7631 0.006 -0.026 0.042
H -1.4971 4.1845 -5.9247 0.018 -0.012 0.016
H -2.8385 1.8525 -4.5010 0.006 -0.032 -0.028
H -2.5573 2.0086 -6.2381 0.042 0.026 -0.013
H -0.1732 1.7031 -5.9661 -0.045 -0.032 -0.026
H -0.7698 0.6572 -4.6632 0.072 0.035 0.075
H -1.3707 3.6740 -2.9245 -0.045 0.066 -0.009
H -0.2357 4.5967 -3.9372 0.070 -0.046 -0.023
C 3.9059 -2.1716 -0.6573 0.019 0.176 -0.120
C 5.1767 -2.2591 0.1767 -0.021 -0.168 0.125
C 5.0310 -1.0596 1.0981 0.015 0.057 0.063
O 3.6184 -0.8665 1.3058 0.192 0.034 -0.292
C 2.8941 -1.6781 0.3649 -0.080 -0.128 0.144
H 3.6159 -3.1145 -1.1169 -0.012 0.003 0.016
H 4.0319 -1.4294 -1.4510 -0.018 -0.020 -0.019
H 5.1743 -3.1825 0.7598 0.032 0.011 -0.005
H 6.0925 -2.2309 -0.4115 -0.008 0.036 0.000
H 5.4370 -0.1574 0.6366 0.089 -0.118 0.015
H 5.5209 -1.2069 2.0611 -0.090 0.042 0.044
H 2.4435 -2.5114 0.9130 -0.041 -0.012 -0.059
H 2.0946 -1.0865 -0.0858 -0.009 0.050 0.064
C -0.4248 -5.0337 5.1256 -0.129 -0.001 0.137
C -1.1409 -5.0760 3.7828 0.123 -0.034 -0.163
C -1.6863 -3.6610 3.6737 -0.153 0.067 0.114
O -0.7670 -2.8121 4.3729 0.049 -0.156 0.017
C 0.1418 -3.6225 5.1297 0.123 0.060 -0.094
H 0.3410 -5.7989 5.2403 0.004 0.014 -0.017
H -1.1472 -5.1505 5.9366 0.028 -0.006 0.008
H -0.4198 -5.2628 2.9829 -0.029 -0.015 -0.008
H -1.9182 -5.8361 3.7233 0.013 -0.002 0.006
H -2.6646 -3.5736 4.1578 -0.033 -0.043 -0.056
H -1.7797 -3.3226 2.6406 0.034 0.080 0.027
H 1.1209 -3.5874 4.6369 0.035 -0.051 0.062
H 0.2443 -3.2111 6.1346 -0.037 0.074 -0.033
C -5.4345 -7.4746 3.3505 0.091 0.080 -0.168
C -5.6275 -8.9518 3.0329 -0.166 -0.122 0.169
C -4.2486 -9.5189 3.3361 0.126 0.058 -0.137
O -3.6949 -8.7082 4.3802 -0.080 0.059 -0.087
C -4.4969 -7.5370 4.5462 -0.077 -0.105 0.170
H -6.3618 -6.9451 3.5653 -0.001 -0.031 0.031
H -4.9421 -6.9741 2.5119 -0.005 0.025 0.025
H -6.3683 -9.3832 3.7104 -0.014 0.005 -0.032
H -5.9498 -9.1431 2.0103 0.038 0.008 -0.006
H -3.5883 -9.4496 2.4645 -0.032 -0.055 -0.030
H -4.2821 -10.5587 3.6627 0.052 0.027 0.071
H -5.0559 -7.6378 5.4831 -0.039 0.111 -0.008
H -3.8502 -6.6605 4.6212 0.052 -0.043 0.051
C -0.4329 6.5510 -9.7355 0.178 0.068 -0.010
C -0.4563 5.2328 -10.4988 -0.186 -0.045 -0.015
C 0.1761 4.2809 -9.4958 0.187 -0.024 0.034
O -0.1633 4.7732 -8.1925 -0.019 0.065 -0.061
C -0.7130 6.0914 -8.3134 -0.173 -0.068 0.055
H -1.1569 7.2804 -10.0951 -0.014 -0.020 0.014
H 0.5617 6.9990 -9.7964 -0.021 0.018 0.008
H -1.4889 4.9367 -10.6978 0.020 -0.014 -0.018
H 0.0768 5.2640 -11.4475 0.021 0.000 0.021
H 1.2677 4.2776 -9.5847 -0.005 -0.030 -0.069
H -0.1833 3.2566 -9.6015 -0.007 -0.001 0.087
H -1.7900 6.0304 -8.1217 -0.007 0.084 -0.006
H -0.2633 6.7427 -7.5623 0.029 -0.070 0.038
C -9.2971 -10.3801 7.6199 -0.012 -0.182 0.006
C -7.8708 -9.9871 7.9826 0.003 0.184 0.034
C -7.1309 -10.2692 6.6840 0.035 -0.162 -0.082
O -8.0679 -10.0499 5.6227 -0.001 0.013 0.152
C -9.3852 -9.9267 6.1706 -0.007 0.178 -0.059
H -10.0547 -9.9220 8.2539 0.008 0.019 -0.017
H -9.4112 -11.4649 7.6814 -0.022 0.015 -0.001
H -7.8271 -8.9202 8.2156 0.021 -0.015 0.009
H -7.4643 -10.5368 8.8302 0.001 -0.019 -0.023
H -6.7976 -11.3111 6.6340 0.058 0.015 0.063
H -6.2637 -9.6214 6.5428 -0.013 -0.007 -0.084
H -9.6862 -8.8758 6.1013 -0.077 -0.019 0.030
H -10.0806 -10.5257 5.5820 0.063 -0.001 -0.064
C -3.9813 5.3786 5.7822 0.131 0.079 0.105
C -3.2944 4.5591 4.6973 -0.199 -0.076 -0.104
C -2.7318 3.3930 5.4975 0.105 0.017 0.136
O -3.6193 3.1835 6.5928 0.019 0.118 -0.095
C -4.5261 4.2883 6.6928 -0.148 -0.108 -0.053
H -4.7557 6.0456 5.4069 -0.014 -0.030 -0.001
H -3.2432 5.9807 6.3177 -0.025 0.007 0.002
H -4.0352 4.1983 3.9790 0.023 -0.010 -0.004
H -2.5319 5.1066 4.1517 -0.007 0.048 0.046
H -1.7395 3.6310 5.9030 0.041 0.004 -0.082
H -2.6554 2.4745 4.9112 -0.025 -0.045 0.065
H -5.5129 3.9499 6.3607 -0.029 0.069 0.020
H -4.6006 4.6040 7.7333 0.043 -0.082 0.021

43
Properties=species:S:1:pos:R:3:forces:R:3 method="wB97M-V/def2-TZVPD" s2=2.025 total_energy_ev=-92524.0055 homo_ev="-5.3 / -8.5" relative_energy_kcal_mol=56.5 spin_multiplicity=3
H -3.0694 -1.0516 -0.5499 0.313 0.098 -0.173
N -1.4505 -0.0521 -1.4994 -1.469 0.036 -1.336
B 0.0610 1.1653 -3.1760 0.285 -0.850 1.419
N -1.2824 0.5031 -2.7631 -0.732 -0.725 1.362
C -2.4044 0.3056 -3.4723 0.012 -0.103 0.318
Pd -0.0815 0.1256 0.0671 1.922 -2.210 0.084
H -2.4589 0.6531 -4.4965 -0.081 -0.085 0.189
C -3.3167 -0.3710 -2.6752 -0.133 0.009 -0.211
H -4.3099 -0.6680 -2.9430 -0.192 -0.079 -0.116
C -2.6789 -0.5832 -1.4478 0.650 0.733 -0.948
H 0.0711 1.5398 -4.3013 -0.046 0.097 -0.198
C 1.5988 0.1345 1.3179 -1.174 0.125 0.007
H 1.2601 -0.3322 2.2464 0.692 0.129 -0.030
H 1.8148 1.2010 1.4596 0.208 -0.329 0.039
H 2.4133 -0.4014 0.8226 -0.137 0.199 0.333
N 1.1358 0.0735 -2.8889 0.330 -0.825 1.057
N 0.3264 2.3026 -2.1560 0.029 0.221 1.778
N 1.2122 -0.5143 -1.6281 0.924 0.198 -1.843
N 0.3915 2.0128 -0.7985 0.138 1.375 -0.527
C 2.0653 -0.4770 -3.6908 -0.113 0.023 0.380
C 0.5094 3.6240 -2.3212 0.020 -0.108 0.530
H 2.1388 -0.1462 -4.7195 0.113 -0.146 0.159
H 0.5033 4.0533 -3.3127 0.008 -0.007 0.120
C 2.7717 -1.4159 -2.9566 -0.002 0.027 -0.125
C 0.6978 4.2056 -1.0711 -0.021 -0.229 -0.203
C 2.2028 -1.4037 -1.6712 -0.275 0.560 -0.611
C 0.6288 3.1522 -0.1458 -0.211 -0.031 -1.360
H 3.5846 -2.0247 -3.2967 0.147 -0.112 -0.101
H 0.8513 5.2375 -0.8504 0.115 0.383 -0.017
H 2.4909 -1.9822 -0.7937 -0.283 0.235 -0.311
H 0.7102 3.1894 0.9344 -0.015 -0.159 -0.227
H -0.0082 -1.4819 0.3893 -0.275 1.247 0.092
Cl -2.5820 2.3951 0.1397 0.061 -0.267 0.519
C -2.3137 1.5112 1.6135 0.589 -0.557 -0.170
C -1.4563 0.4326 1.6952 0.068 -0.553 -0.721
C -1.4780 -0.3851 2.8157 0.102 0.509 -0.894
Cl -0.7061 -1.9423 2.8779 -0.329 0.502 0.091
C -2.2168 0.0027 3.9686 -0.742 0.481 0.759
Cl -2.1513 -0.9205 5.4015 -0.084 0.207 -0.200
C -3.0223 1.1582 3.9265 0.244 -0.016 -0.556
Cl -3.9489 1.6294 5.2837 -0.016 0.049 0.161
C -3.0708 1.9163 2.7401 -0.658 0.162 1.265
Cl -4.0318 3.3230 2.6629 0.020 -0.213 0.213

15
Properties=species:S:1:pos:R:3:forces:R:3 method="wB97M-V/def2-TZVPD" total_energy_ev=-10772.7711 homo_ev=-8.8 relative_energy_kcal_mol=160.9
C 0.0811 0.6291 0.5828 -1.980 1.861 -2.520
C 1.0874 -0.2562 0.0526 2.322 -2.020 0.051
C 0.2854 -0.5405 -1.9117 -3.671 -1.009 -3.843
C -0.1994 -0.9184 0.1868 -1.424 -1.436 3.781
H -0.6447 1.5732 2.1506 1.584 0.128 0.668
H 1.3516 1.2807 2.2005 -5.287 -0.424 -0.847
H -0.4392 1.3831 -0.1570 1.569 -1.194 1.220
H 1.9136 -0.6078 0.6905 -0.170 0.613 -0.395
H 0.1019 -0.2394 -2.9730 -0.130 -1.032 0.827
H -1.8523 0.1288 -0.2462 -0.968 -2.943 -4.433
H -0.4568 -1.3774 1.2561 0.361 0.062 -3.056
N 0.1832 0.9990 1.9299 3.123 0.189 0.934
N 1.2962 -0.1829 -1.3588 4.151 2.553 1.535
N -0.6859 -1.3007 -1.1667 -1.360 2.739 2.364
O -2.0220 -0.5706 -1.2365 1.880 1.912 3.714

21
Properties=species:S:1:pos:R:3:forces:R:3 method="wB97M-V/def2-TZVPD" total_energy_ev=-20314.0708 homo_ev=-8.3 smiles=CCSC.O.O.O relative_energy_kcal_mol=49.9
C -2.9276 -1.5989 -0.8584 1.947 -0.740 -2.249
C -2.7458 -0.0486 -1.1356 0.415 -2.350 -2.526
S -1.0361 0.2756 -1.7159 0.378 0.576 1.668
C -0.1833 0.6030 -0.0868 2.651 0.003 -1.475
H -2.6510 -2.1245 -1.8220 0.245 0.745 0.652
H -3.8908 -2.0439 -0.8114 -1.389 0.437 0.950
H -2.2292 -2.1304 -0.1480 -0.754 1.260 -0.269
H -3.0094 0.5247 -0.3222 -0.378 1.445 1.787
H -3.3080 0.3317 -2.0428 0.098 -0.855 1.187
H -0.1158 1.6397 0.2528 -1.232 -0.060 0.080
H -0.4426 -0.1359 0.6491 -0.339 0.042 0.422
H 0.9533 0.4814 -0.2433 -1.678 -0.523 -0.202
O 0.2643 0.2185 3.4742 0.936 -3.691 0.554
H 0.8142 -0.3385 4.1096 -1.224 0.750 -1.388
H 0.3756 1.0355 3.8700 0.092 2.974 0.968
O 2.7887 -0.5713 2.0072 3.538 4.522 -4.448
H 3.6177 -0.0372 2.2392 -1.965 -1.551 -0.142
H 2.5220 -1.0685 2.6827 -1.343 -2.931 4.393
O 3.5425 0.7713 -1.2728 -1.254 1.170 1.295
H 3.1251 0.8345 -0.3454 0.849 -0.057 -2.293
H 3.1924 1.5410 -1.7987 0.408 -1.166 1.037

19
Properties=species:S:1:pos:R:3:forces:R:3 method="wB97M-V/def2-TZVPD" total_energy_ev=-95859.2696 homo_ev=-8.6 relative_energy_kcal_mol=139.9
C -2.6170 -0.2129 0.7672 -2.254 -1.082 0.844
C -1.9311 0.9529 0.9856 -0.310 1.926 1.092
C -2.0207 -1.2945 0.1165 -0.953 2.045 1.184
C -0.6454 1.1472 0.5036 -0.196 -0.620 -0.760
C -0.8023 -1.1294 -0.4339 1.399 1.907 -0.595
C -0.1297 0.1182 -0.3146 0.393 -0.268 0.005
C 2.5143 -1.1461 -1.4377 -0.001 3.617 2.141
N 2.2512 1.2399 1.2404 0.891 0.514 1.884
O 3.0818 1.9513 1.6488 -1.664 -1.426 -1.702
O 1.3476 1.0784 -2.4116 -0.613 0.250 -1.422
O 2.2511 1.1890 -0.2385 1.321 0.922 -0.370
S 1.4659 0.2426 -1.2806 0.266 -0.761 2.408
Br 2.4606 -1.9211 0.2986 0.361 -0.598 0.865
H -3.6962 -0.4564 1.1174 1.999 1.074 -0.333
H -2.2749 1.8723 1.5583 -0.299 -1.684 -0.657
H -2.6439 -2.1241 0.1688 -0.316 -1.916 -0.672
H -0.2900 2.1366 0.8129 0.875 -0.664 -0.846
H -0.3589 -1.8595 -1.0496 0.563 -0.972 -0.462
H 2.0375 -1.7844 -2.0519 -1.462 -2.263 -2.606

10
Properties=species:S:1:pos:R:3:forces:R:3 method="wB97M-V/def2-TZVPD" total_energy_ev=-8301.2933 homo_ev="-8.7 / -8.9" relative_energy_kcal_mol=133.4
C 2.7478 0.1454 -0.2942 -0.305 -0.138 1.195
C -1.0563 0.1258 0.8584 1.769 -0.459 0.589
C -0.3492 0.2528 -0.2184 1.962 -2.321 -0.721
C 1.8108 -0.8902 -0.2824 -3.268 4.671 0.169
O 3.4862 0.9961 -0.6170 0.344 0.253 -0.564
O 2.2263 -0.2852 0.9277 1.268 0.552 0.714
H -1.8078 0.8035 1.1380 -1.373 0.705 0.019
H -0.6909 -0.5089 1.6740 -0.084 0.075 -0.224
H -0.2875 0.5203 -1.2362 -0.385 0.909 -0.472
H 1.8195 -1.8781 -0.3213 0.071 -4.248 -0.705